Here is a 2-piece molecular cluster, C16H21BN2O6P overall in a non-equilibrium geometry from the OMol25 dataset. Energies are from ωB97M-V/def2-TZVPD.

Calculated values
lowest unoccupied orbital energy	-5.44	eV
total charge	+1
calculated total energy	-1548.875160	Eh
HOMO energy	-11.37	eV
Kohn-Sham gap	5.93	eV

Geometry (Å):
1 P -0.439 -3.378 -3.612
2 O 1.437 -1.068 -2.325
3 O -1.112 -4.769 -3.492
4 O 2.642 -2.590 1.491
5 O -1.665 -2.183 -3.986
6 O 0.613 -3.006 2.148
7 O -3.135 -2.836 -2.336
8 N -2.160 1.683 0.091
9 N 1.572 -3.169 1.410
10 C 2.115 3.857 3.048
11 C 0.589 1.732 3.736
12 C 0.644 0.883 -3.914
13 C -3.363 0.899 0.020
14 C 0.129 1.494 2.254
15 C -0.949 1.411 -0.677
16 C 0.271 2.407 -0.397
17 C 1.605 3.621 1.603
18 C -2.318 -1.961 -2.737
19 C 0.096 0.795 4.966
20 C -2.154 -0.680 -1.815
21 C 1.427 -4.160 0.311
22 C -0.891 0.214 -1.698
23 C -3.401 -0.318 -0.921
24 C 1.567 2.890 4.149
25 C 0.642 2.485 1.180
26 B 0.432 -0.078 -2.599
27 H 2.329 -0.653 -2.323
28 H 0.638 -3.377 -4.552
29 H 0.430 -4.595 0.360
30 H -0.020 -3.053 -2.261
31 H -0.384 1.199 -4.343
32 H -0.582 0.631 1.978
33 H 0.747 -0.157 4.949
34 H 2.188 -4.926 0.455
35 H -4.322 -0.982 -0.980
36 H -1.014 0.541 4.902
37 H -2.157 2.480 0.761
38 H 1.239 2.125 -0.930
39 H 1.993 4.336 0.797
40 H 1.226 0.350 -4.745
41 H -0.020 3.453 -0.757
42 H 2.833 4.710 3.266
43 H 1.909 3.049 5.237
44 H 0.297 1.347 5.962
45 H 1.572 -3.630 -0.629
46 H -4.304 1.125 0.638
47 H 1.208 1.850 -3.681


Here is C16H21BiF6GePSbSe2 as an isolated structure in a non-equilibrium geometry from the OMol25 dataset. Energies are from ωB97M-V/def2-TZVPD.

Calculated values
lowest unoccupied orbital energy (alpha / beta)	-4.39 / -6.81	eV
expectation value of S²	0.759
total charge	+1
relative energy (zero: lowest compared OMol25 entry of this formula, charge and spin)	0.265	eV
2S+1	2
calculated total energy	-8897.364738	Eh
HOMO energy (alpha / beta)	-12.41 / -12.46	eV
Kohn-Sham gap (alpha / beta)	8.03 / 5.66	eV

Geometry (Å):
1 Bi 0.111 0.021 0.097
2 Sb 3.685 0.061 0.106
3 Se -0.128 0.056 2.727
4 Se 0.008 2.667 0.297
5 Ge -2.735 -1.957 -0.345
6 P -0.034 2.266 2.470
7 F 4.670 -0.824 -1.187
8 F 4.449 -0.698 1.622
9 F 2.334 -1.337 0.150
10 F 2.471 0.776 -1.203
11 F 4.757 1.581 0.135
12 F 2.452 0.954 1.280
13 C 2.865 2.923 5.176
14 C -2.304 3.878 2.478
15 C -3.080 3.027 5.016
16 C 3.356 4.305 3.261
17 C -4.674 -1.928 -0.420
18 C 1.377 2.954 3.296
19 C 2.196 3.869 2.639
20 C -2.088 -2.891 1.223
21 C -2.299 -0.009 -0.153
22 C -1.911 -2.563 -1.988
23 C -1.954 2.481 4.426
24 C -1.561 2.914 3.155
25 C -3.819 3.991 4.340
26 C -3.439 4.409 3.076
27 C 1.704 2.480 4.568
28 C 3.695 3.820 4.514
29 H -4.025 5.149 2.548
30 H -2.274 -3.560 -2.238
31 H -0.824 -2.619 -1.905
32 H -5.087 -1.565 0.519
33 H -1.394 1.714 4.947
34 H -2.167 -1.895 -2.812
35 H -2.003 4.215 1.496
36 H -0.996 -2.912 1.276
37 H 4.008 5.000 2.749
38 H -2.476 -2.425 2.130
39 H -2.501 0.592 -1.044
40 H -5.011 -2.953 -0.585
41 H -2.741 0.479 0.716
42 H 1.077 1.755 5.072
43 H -5.028 -1.303 -1.238
44 H 3.133 2.550 6.155
45 H -2.433 -3.925 1.196
46 H 4.623 4.131 4.976
47 H -4.698 4.418 4.806
48 H 1.953 4.221 1.646
49 H -3.382 2.698 6.001